Entry from OMol25: C10H16N2O2 in the gas phase in a non-equilibrium geometry (the ωB97M-V functional and the def2-TZVPD basis).

Each line ends with the natural charge from an NBO analysis.
Atoms and positions in Å:
1 C 0.273 -0.130 -1.943  -0.671
2 C 0.291 0.470 -0.530  0.232
3 C -0.472 1.428 0.013  -0.177
4 C -1.536 2.298 -0.722  -0.432
5 C -2.234 3.397 0.033  -0.048
6 O -1.354 4.050 0.941  -0.750
7 C -0.226 1.166 1.445  0.602
8 O -0.552 1.965 2.316  -0.698
9 N 0.747 0.216 1.662  -0.239
10 N 1.162 -0.170 0.418  -0.234
11 C 2.428 -0.953 0.152  -0.204
12 C 3.306 -1.105 1.377  -0.416
13 C 2.286 -1.545 2.456  -0.393
14 C 1.220 -0.423 2.844  -0.204
15 H 1.249 0.044 -2.467  0.221
16 H 0.133 -1.185 -2.099  0.232
17 H -0.454 0.440 -2.601  0.236
18 H -2.326 1.811 -1.193  0.210
19 H -0.944 2.741 -1.578  0.206
20 H -3.137 2.965 0.531  0.153
21 H -2.615 4.112 -0.761  0.177
22 H -1.041 3.429 1.587  0.498
23 H 3.000 -0.572 -0.759  0.210
24 H 1.973 -1.875 -0.252  0.196
25 H 3.853 -0.186 1.536  0.220
26 H 3.983 -1.927 1.170  0.226
27 H 2.825 -1.702 3.325  0.215
28 H 1.874 -2.462 2.153  0.206
29 H 0.385 -0.742 3.473  0.223
30 H 1.777 0.319 3.350  0.202

Output
DFT total energy (Ha): -650.54301
E_HOMO (eV): -7.52
LUMO energy (hartree): 0.021
Energy relative to the best compared isomer or geometry (same formula, charge and spin) (kcal/mol): 66.0
SMILES: Cc1c(CCO)c(=O)n2n1CCCC2

Entry from OMol25: a molecular structure, C10H16N2O4Tb in a non-equilibrium geometry (the ωB97M-V functional and the def2-TZVPD basis).

Each line ends with the Löwdin spin population.
Atoms and positions in Å:
1 C 3.997 -1.213 0.012  0.001
2 C 3.404 -0.070 -0.303  0.001
3 C 2.642 1.142 -1.037  0.000
4 N 1.187 1.269 -0.594  0.000
5 C 1.064 1.602 0.866  0.001
6 C -0.488 1.924 1.160  0.000
7 N -1.462 0.842 0.782  0.001
8 C -2.152 0.430 2.052  0.008
9 C -0.839 -0.297 0.056  0.008
10 C -2.053 -0.963 -0.849  0.041
11 O -1.751 -2.328 -1.308  0.043
12 O -1.131 -2.341 -2.481  0.047
13 C -0.282 -1.496 0.987  0.005
14 O 0.978 -1.653 1.203  0.098
15 O -1.117 -2.511 1.603  0.873
16 C 0.327 0.103 -0.999  0.003
17 H 4.201 -2.288 0.405  0.000
18 H 3.159 2.117 -0.656  0.000
19 H 2.751 1.119 -2.184  0.000
20 H 0.819 2.102 -1.119  0.000
21 H 1.639 2.608 1.018  0.000
22 H 1.558 0.851 1.581  0.001
23 H -0.765 2.862 0.522  0.000
24 H -0.619 2.259 2.270  0.000
25 H -1.310 0.264 2.847  0.000
26 H -2.804 1.292 2.495  0.001
27 H -2.749 -0.556 1.978  0.004
28 H -3.021 -0.874 -0.219  0.007
29 H -2.245 -0.308 -1.815  0.015
30 H -0.415 -3.045 -2.372  0.002
31 H -0.203 0.392 -1.998  0.001
32 H 0.931 -0.862 -1.244  0.001
33 Tb -3.253 -2.377 -2.658  4.840

Output
DFT total energy (Ha): -1623.91081
Spin multiplicity: 7
Total charge: +3
E_HOMO (alpha / beta) (eV): -18.18 / -18.18
LUMO energy (alpha / beta) (hartree): -0.392 / -0.445

Entry from OMol25: 3 unconnected molecules or ions with the total composition C10H16N2O8 in a non-equilibrium geometry (the ωB97M-V functional and the def2-TZVPD basis).

Each line ends with the natural charge from an NBO analysis.
Atoms and positions in Å:
1 N 0.859 -5.105 1.058  -0.822
2 C 2.089 -4.326 1.442  0.463
3 O 1.650 -3.337 2.394  -0.537
4 C 2.573 -2.279 2.533  0.643
5 O 3.503 -2.008 1.765  -0.567
6 O 3.050 -5.275 1.966  -0.420
7 N 2.965 -5.413 3.328  0.375
8 O 2.146 -6.226 3.631  -0.238
9 H 0.516 -4.604 0.222  0.358
10 H 0.169 -4.910 1.810  0.369
11 H 2.497 -3.905 0.473  0.204
12 H 2.460 -1.635 3.476  0.170
13 O 0.386 0.420 3.283  -0.574
14 C 0.523 0.816 2.154  0.793
15 C 0.671 2.257 1.742  -0.531
16 C 0.412 2.190 0.252  -0.430
17 C 0.879 0.798 -0.099  -0.070
18 O 0.609 0.003 1.064  -0.497
19 H 1.689 2.587 1.963  0.240
20 H -0.058 2.887 2.249  0.243
21 H 0.919 2.970 -0.317  0.235
22 H -0.660 2.280 0.063  0.214
23 H 1.952 0.758 -0.306  0.186
24 H 0.339 0.390 -0.955  0.192
25 O -0.213 3.123 -3.600  -0.557
26 C -1.312 2.882 -3.178  0.788
27 C -2.436 2.252 -3.957  -0.530
28 C -3.637 2.554 -3.084  -0.429
29 C -3.028 2.610 -1.701  -0.075
30 O -1.698 3.110 -1.893  -0.498
31 H -2.253 1.178 -4.040  0.238
32 H -2.531 2.703 -4.943  0.248
33 H -4.440 1.821 -3.172  0.225
34 H -4.045 3.534 -3.349  0.213
35 H -2.965 1.622 -1.235  0.178
36 H -3.579 3.278 -1.038  0.202

Output
DFT total energy (Ha): -1101.96843
E_HOMO (eV): -10.21
LUMO energy (hartree): -0.007
Energy relative to the best compared isomer or geometry (same formula, charge and spin) (kcal/mol): 117.3
SMILES: N[C@@H](OC=O)ON=O.O=C1CCCO1.O=C1CCCO1

Entry from OMol25: 2 unconnected molecules or ions with the total composition C10H16N2S in a non-equilibrium geometry (the ωB97M-V functional and the def2-TZVPD basis).

Each line ends with the natural charge from an NBO analysis.
Atoms and positions in Å:
1 C -0.811 0.165 -2.839  0.220
2 C 3.171 0.800 1.543  -0.420
3 C 2.536 0.629 2.883  -0.409
4 C -1.457 -2.170 -0.280  -0.403
5 C -1.283 -2.547 -1.679  -0.402
6 C 1.834 0.142 1.628  -0.258
7 C -0.375 -1.547 -1.070  -0.304
8 C -1.940 2.124 -0.427  -0.483
9 C 0.656 0.632 0.897  -0.579
10 C -0.319 -0.157 -1.555  -0.132
11 N -1.328 0.378 -3.850  -0.302
12 N -2.178 0.685 -0.627  -0.614
13 S 0.913 0.927 -0.836  0.363
14 H 3.305 1.751 0.991  0.221
15 H 4.005 0.109 1.392  0.214
16 H 3.087 -0.128 3.469  0.228
17 H 1.989 1.507 3.331  0.219
18 H -2.129 -1.472 0.089  0.251
19 H -1.180 -2.849 0.512  0.210
20 H -0.893 -3.519 -1.855  0.230
21 H -1.996 -2.033 -2.368  0.226
22 H 2.037 -0.930 1.674  0.211
23 H 0.630 -2.029 -0.769  0.233
24 H -2.554 2.738 -1.179  0.204
25 H -2.267 2.299 0.615  0.205
26 H -0.814 2.346 -0.472  0.208
27 H 0.354 1.599 1.280  0.233
28 H -0.326 0.111 1.053  0.279
29 H -2.666 0.439 -1.551  0.352

Output
DFT total energy (Ha): -898.11292
E_HOMO (alpha / beta) (eV): -8.34 / -8.87
LUMO energy (alpha / beta) (hartree): -0.014 / -0.022
Energy relative to the best compared isomer or geometry (same formula, charge and spin) (kcal/mol): 150.5

Entry from OMol25: a gas-phase ion, C10H16N3 (charge +1) in a non-equilibrium geometry (the ωB97M-V functional and the def2-TZVPD basis).

Each line ends with the natural charge from an NBO analysis.
Atoms and positions in Å:
1 H 1.315 0.696 -3.777  0.342
2 N 1.403 -0.245 -3.375  -0.528
3 C 1.097 -0.248 -2.148  0.257
4 C 0.927 -1.585 -1.532  -0.463
5 C -0.373 -1.780 -0.782  -0.260
6 C -0.531 -2.947 0.125  -0.395
7 C -0.730 -1.514 0.608  -0.230
8 C 0.185 -1.073 1.706  -0.589
9 C 0.881 1.012 -1.266  0.096
10 C 1.773 1.926 -0.779  -0.068
11 N 1.006 2.867 -0.069  -0.473
12 C -0.223 2.368 0.093  0.465
13 C -1.313 3.189 0.634  -0.664
14 N -0.290 1.214 -0.644  -0.455
15 H 1.795 -1.713 -0.744  0.229
16 H 1.083 -2.376 -2.375  0.276
17 H -1.282 -1.692 -1.494  0.219
18 H 0.327 -3.468 0.573  0.223
19 H -1.378 -3.601 0.122  0.232
20 H -1.660 -1.074 0.719  0.203
21 H 1.012 -1.674 1.678  0.211
22 H 0.430 -0.080 1.583  0.175
23 H -0.222 -1.212 2.622  0.225
24 H 2.760 2.122 -1.198  0.265
25 H 1.544 3.590 0.491  0.473
26 H -0.887 4.194 0.554  0.251
27 H -2.240 3.164 0.111  0.265
28 H -1.437 2.926 1.645  0.260
29 H -1.073 0.701 -0.931  0.456

Output
DFT total energy (Ha): -554.60001
Total charge: +1
E_HOMO (eV): -13.15
LUMO energy (hartree): -0.124
Energy relative to the best compared isomer or geometry (same formula, charge and spin) (kcal/mol): 51.4
SMILES: [H]/N=C(/C[C@H]1C[C@H]1C)c1c[nH]c(C)[nH+]1

Entry from OMol25: a gas-phase ion, C10H16N3 (charge +1) in a non-equilibrium geometry (the ωB97M-V functional and the def2-TZVPD basis).

Each line ends with the natural charge from an NBO analysis.
Atoms and positions in Å:
1 H -3.805 -0.880 0.725  0.324
2 N -3.438 -0.062 1.055  -0.528
3 C -2.393 0.239 0.434  0.245
4 C -1.583 1.417 0.635  -0.258
5 C -0.761 1.902 -0.252  -0.132
6 C -0.673 1.320 -1.587  -0.451
7 C -0.618 -0.280 -1.375  -0.043
8 C -1.852 -0.748 -0.666  -0.119
9 N -1.286 -1.915 0.042  -0.535
10 C 0.011 -1.767 0.221  0.388
11 N 0.469 -0.770 -0.512  -0.324
12 C 1.828 -0.389 -0.723  -0.211
13 C 2.400 0.577 0.403  -0.404
14 C 2.380 -0.127 1.806  -0.623
15 H -1.442 1.871 1.629  0.248
16 H -0.317 2.798 -0.130  0.221
17 H -1.520 1.590 -2.210  0.256
18 H 0.231 1.590 -2.156  0.234
19 H -0.512 -0.779 -2.327  0.228
20 H -2.658 -1.017 -1.324  0.250
21 H -1.878 -2.654 0.571  0.459
22 H 0.655 -2.314 0.845  0.249
23 H 1.767 0.053 -1.673  0.216
24 H 2.417 -1.216 -0.777  0.217
25 H 3.516 0.854 0.254  0.234
26 H 1.972 1.506 0.563  0.219
27 H 1.343 -0.122 2.209  0.196
28 H 2.776 -1.181 1.961  0.212
29 H 2.969 0.504 2.359  0.232

Output
DFT total energy (Ha): -554.60773
Total charge: +1
E_HOMO (eV): -13.16
LUMO energy (hartree): -0.123
Energy relative to the best compared isomer or geometry (same formula, charge and spin) (kcal/mol): 46.6
SMILES: [H]/N=C1/C=CC[C@@H]2[C@H]1[NH+]=CN2CCC

Entry from OMol25: a gas-phase ion, C10H16N3O5 (charge -1) in a non-equilibrium geometry (the ωB97M-V functional and the def2-TZVPD basis).

Each line ends with the natural charge from an NBO analysis.
Atoms and positions in Å:
1 C 0.997 -0.364 -4.268  -0.410
2 N 0.879 -0.329 -2.772  -0.616
3 C 1.630 0.358 -1.903  0.672
4 O 2.572 0.912 -2.435  -0.684
5 C 1.339 0.358 -0.363  -0.126
6 C 1.337 1.705 0.331  -0.618
7 N 0.135 -0.258 0.054  -0.649
8 C 0.018 -1.585 0.104  0.688
9 O 0.919 -2.327 -0.213  -0.648
10 C -1.329 -2.098 0.751  -0.120
11 C -1.388 -1.737 2.243  -0.534
12 C -1.953 -0.289 2.345  0.772
13 O -3.150 -0.283 2.357  -0.763
14 O -1.216 0.691 2.257  -0.777
15 N -2.603 -1.616 0.053  -0.646
16 C -2.732 -1.193 -1.232  0.704
17 C -4.140 -0.523 -1.468  -0.706
18 O -1.988 -1.266 -2.250  -0.682
19 H 0.334 -1.165 -4.584  0.209
20 H 0.446 0.446 -4.699  0.188
21 H 2.042 -0.369 -4.705  0.217
22 H 0.108 -0.812 -2.282  0.431
23 H 2.104 -0.184 0.042  0.213
24 H 2.257 2.175 0.107  0.218
25 H 1.163 1.706 1.432  0.246
26 H 0.689 2.403 -0.245  0.208
27 H -0.476 0.310 0.649  0.453
28 H -1.235 -3.143 0.795  0.210
29 H -0.406 -1.910 2.767  0.218
30 H -2.205 -2.289 2.726  0.221
31 H -3.229 -1.054 0.676  0.448
32 H -4.845 -1.253 -0.968  0.209
33 H -4.284 0.369 -0.972  0.228
34 H -4.329 -0.608 -2.582  0.228

Output
DFT total energy (Ha): -931.22231
Total charge: -1
E_HOMO (eV): -5.57
LUMO energy (hartree): 0.123
Energy relative to the best compared isomer or geometry (same formula, charge and spin) (kcal/mol): 11.0
SMILES: CNC(=O)[C@@H](C)NC(=O)[C@@H](CC(=O)[O-])NC(C)=O

Entry from OMol25: C10H16N4O3S2 in the gas phase in a non-equilibrium geometry (the ωB97M-V functional and the def2-TZVPD basis).

Each line ends with the natural charge from an NBO analysis.
Atoms and positions in Å:
1 C -5.415 -0.193 -1.623  -0.611
2 C -5.497 -0.397 -0.116  -0.381
3 C -4.619 0.610 0.641  -0.498
4 C -3.166 0.446 0.278  0.699
5 O -2.520 1.221 -0.387  -0.582
6 N -2.597 -0.710 0.764  -0.627
7 C -1.302 -1.039 0.495  0.200
8 N -0.725 -2.104 0.958  -0.304
9 N 0.534 -2.218 0.564  -0.207
10 C 0.925 -1.264 -0.201  -0.319
11 S 2.565 -1.014 -0.851  2.319
12 O 3.290 -2.243 -0.823  -0.907
13 O 2.389 -0.334 -2.101  -0.931
14 N 3.120 0.032 0.326  -0.674
15 C 3.264 1.431 -0.060  -0.240
16 C 4.740 1.803 0.175  -0.419
17 C 5.431 0.455 0.385  -0.415
18 C 4.323 -0.375 1.031  -0.228
19 S -0.281 -0.046 -0.520  0.465
20 H -6.055 -0.905 -2.137  0.217
21 H -5.734 0.812 -1.889  0.209
22 H -4.395 -0.328 -1.976  0.210
23 H -6.529 -0.270 0.214  0.213
24 H -5.193 -1.417 0.132  0.194
25 H -4.740 0.475 1.718  0.225
26 H -4.919 1.625 0.377  0.237
27 H -3.119 -1.358 1.336  0.427
28 H 2.590 2.041 0.548  0.199
29 H 2.974 1.527 -1.107  0.237
30 H 5.154 2.357 -0.665  0.221
31 H 4.832 2.414 1.073  0.204
32 H 6.320 0.528 1.007  0.219
33 H 5.699 0.010 -0.574  0.209
34 H 4.450 -1.449 0.918  0.247
35 H 4.207 -0.124 2.090  0.192

Output
DFT total energy (Ha): -1631.75074
E_HOMO (eV): -9.31
LUMO energy (hartree): 0.018
Energy relative to the best compared isomer or geometry (same formula, charge and spin) (kcal/mol): 0.0
SMILES: CCCC(=O)Nc1nnc(S(=O)(=O)N2CCCC2)s1